Entry 1:
ORCA calculation (ωB97M-V with the def2-TZVPD basis set) on 7 unconnected molecules or ions with the total composition C10H32Cl2N12O9P at a distorted geometry.

Computed properties:
molar mass = 566.321 g/mol
HOMO = -3.67 eV
frontier orbital gap = 5.28 eV

The geometry in ORCA input format:
```
! wB97M-V def2-TZVPD RIJCOSX def2/J DEFGRID3
* xyz -1 1
H 6.278 -0.115 -1.563
C 2.885 2.671 -4.575
H -2.870 -3.713 2.515
H -0.249 0.065 2.183
O -3.526 0.310 -0.369
H -0.851 -0.301 -0.398
H 3.795 0.792 -4.520
N -5.932 -4.678 2.450
H 0.701 1.596 0.875
N -0.148 3.085 -2.717
N 5.326 0.057 -1.300
N 5.189 -0.223 2.472
N -6.457 -1.614 0.215
O 2.567 3.673 -3.951
O -4.029 -5.914 2.492
Cl 1.327 -1.636 2.216
N -3.870 -3.646 2.513
H 4.677 -1.085 2.482
C 1.169 0.644 0.699
N 1.142 4.206 -1.170
H 0.398 3.466 -3.468
H -6.471 -5.520 2.411
C 0.105 3.349 -1.402
O -0.526 2.826 -0.497
H -7.129 -2.264 -2.144
C -4.567 -4.810 2.491
O 3.717 1.416 -0.489
C -2.002 -1.436 0.991
H 5.382 0.381 5.620
H 4.624 -0.958 4.831
H 2.121 3.292 -6.357
H 5.542 3.105 -0.270
N 5.147 -0.104 4.776
N 3.538 1.614 -4.009
H -0.895 2.448 -2.920
H -6.410 -3.796 2.407
H 1.150 0.465 -0.361
H 2.164 0.602 1.098
P -3.091 -0.112 1.142
H -1.827 1.646 1.232
N -7.661 -2.709 -1.422
H -2.776 0.055 -0.935
H 1.371 4.399 -0.214
O -4.319 -0.485 1.860
O -2.471 1.220 1.830
C 4.878 1.256 -0.789
H 3.755 1.663 -3.030
N 5.835 2.225 -0.652
H 1.698 4.603 -1.903
H -8.381 -3.359 -1.671
H 4.648 -0.677 -1.399
C -7.443 -2.490 -0.080
O -8.110 -3.063 0.775
C 5.539 0.467 3.595
H -6.251 -1.423 1.182
N 2.601 2.535 -5.910
H -5.905 -1.139 -0.475
Cl 0.105 -2.434 -0.469
O 6.158 1.520 3.554
H 2.842 1.725 -6.448
H 6.797 2.098 -0.901
H -1.766 -1.799 1.982
H -4.283 -2.725 2.516
C 0.303 -0.398 1.392
H 5.449 0.181 1.592
C -0.705 -1.025 0.392
*
```

Atomic partial charges in e from the Mulliken method, atoms 1 to 6:
1. H 0.1524
2. C 0.6013
3. H 0.1324
4. H 0.5351
5. O -0.6002
6. H -0.1406

***

Entry 2:
ORCA calculation (ωB97M-V with the def2-TZVPD basis set) on a molecular structure, C10H33FeN3SSbSi3 at a distorted geometry.

Computed properties:
molar mass = 489.325 g/mol
HOMO (alpha / beta) = -14.93 / -14.96 eV
frontier orbital gap (alpha / beta) = 8.62 / 6.11 eV

The geometry in ORCA input format:
```
! wB97M-V def2-TZVPD RIJCOSX def2/J DEFGRID3
* xyz 2 6
H -1.135 -2.674 -2.562
C 1.731 2.413 -1.277
H 1.642 1.825 -2.213
H -0.928 1.016 -3.122
H -1.569 -3.088 2.079
H -3.737 -0.682 0.838
H 1.449 -2.608 3.850
Si -0.108 -1.166 2.592
H -1.340 3.018 -1.168
H 2.652 3.031 -1.315
H -3.123 2.854 -1.312
H 0.863 3.086 -1.169
H 1.072 2.859 1.919
Fe -0.134 -0.361 -2.560
H 3.235 -2.204 -4.880
H -2.043 1.713 -2.212
H -2.609 1.470 2.582
H 2.854 2.985 1.607
C 1.443 -2.175 2.829
S 1.997 -0.417 -3.348
H -4.598 0.633 -0.058
H 4.260 0.909 -0.061
Si 1.828 1.261 0.188
Si -2.190 1.138 0.188
C 2.002 2.285 1.732
C -2.167 2.294 -1.276
N -0.999 -1.971 -3.240
C -3.674 0.021 -0.016
C 3.377 0.239 -0.017
H 2.329 -1.522 2.703
H 2.066 -3.436 -5.222
H -0.131 -0.400 4.931
C -1.591 -2.271 2.829
C -2.424 2.150 1.732
C -0.147 0.121 3.951
H 3.308 -0.342 -0.960
H -1.635 -1.808 -3.976
H 0.730 0.784 3.901
N 0.173 -2.443 -3.944
H -1.569 -2.704 3.850
H -3.318 2.795 1.607
H -1.531 2.781 1.915
H 0.079 -3.321 -4.448
H -2.517 -1.675 2.704
C 1.419 -1.832 -4.010
N 2.294 -2.565 -4.769
H -1.065 0.727 3.902
H 1.472 -2.992 2.079
H 2.232 1.618 2.582
H 3.484 -0.458 0.836
Sb -0.134 -0.361 0.170
H -3.572 -0.556 -0.959
*
```

Atomic partial charges in e from the Mulliken method, atoms 1 to 6:
1. H 0.3367
2. C -0.7948
3. H 0.1549
4. H 0.2618
5. H 0.3069
6. H 0.2720

***

Entry 3:
ORCA calculation (ωB97M-V with the def2-TZVPD basis set) on a molecular structure, C10H34B2N2O3Ti at a distorted geometry.

Computed properties:
molar mass = 299.884 g/mol
HOMO (alpha / beta) = -0.18 / -6.27 eV
frontier orbital gap (alpha / beta) = 2.68 / 8.75 eV

The geometry in ORCA input format:
```
! wB97M-V def2-TZVPD RIJCOSX def2/J DEFGRID3
* xyz -1 4
H 11.738 7.180 -14.193
B 11.304 7.025 -15.260
H 12.139 7.214 -16.010
H 19.056 10.081 -16.698
C 6.607 13.361 -16.370
H 16.585 11.446 -16.263
C 6.254 14.787 -18.223
C 15.338 10.075 -15.191
C 7.633 13.255 -15.217
O 17.048 9.481 -16.838
H 6.823 15.249 -19.034
H 9.377 13.629 -17.089
H 15.964 8.010 -15.015
H 5.761 13.928 -15.963
H 6.327 12.379 -16.758
O 10.729 10.893 -16.978
H 10.808 10.153 -12.742
H 14.395 10.656 -16.833
Ti 12.315 9.277 -15.676
H 5.830 13.946 -18.796
H 10.519 10.605 -14.609
H 18.618 9.087 -18.118
H 11.661 12.688 -17.376
H 14.598 8.494 -13.936
H 11.677 12.253 -15.697
H 10.286 13.858 -15.584
H 14.889 10.952 -14.725
H 11.326 11.848 -13.502
H 10.138 11.152 -19.018
H 7.106 12.783 -14.377
H 16.282 8.907 -13.605
C 9.844 13.109 -16.255
O 7.179 14.335 -17.266
N 14.415 9.760 -16.299
H 12.161 10.141 -13.889
H 10.890 5.950 -15.261
C 11.058 12.224 -16.590
C 16.688 10.432 -15.849
H 10.484 7.797 -15.430
H 7.845 14.258 -14.848
H 18.108 10.758 -18.025
C 15.538 8.803 -14.403
C 18.273 9.853 -17.427
C 9.851 10.732 -18.046
N 8.854 12.434 -15.363
B 11.190 10.714 -13.677
H 8.581 11.694 -16.012
H 5.392 15.391 -17.930
H 14.819 9.243 -17.086
H 9.748 9.689 -18.356
H 17.512 10.584 -15.141
H 8.839 11.074 -17.808
*
```

Atomic partial charges in e from the Mulliken method, atoms 1 to 6:
1. H -0.1813
2. B -0.0834
3. H -0.1939
4. H 0.2807
5. C -0.3714
6. H 0.3126

***

Entry 4:
ORCA calculation (ωB97M-V with the def2-TZVPD basis set) on 7 unconnected molecules or ions with the total composition C10H34N4O11 at a distorted geometry.

Computed properties:
molar mass = 386.399 g/mol
relative energy (zero: lowest compared OMol25 entry of this formula, charge and spin) = 0.8732 eV
HOMO = -9.81 eV
frontier orbital gap = 10.08 eV

The geometry in ORCA input format:
```
! wB97M-V def2-TZVPD RIJCOSX def2/J DEFGRID3
* xyz 0 1
O 4.379 -0.495 -4.529
C -1.064 3.358 1.709
H -3.981 -1.370 -3.616
H -0.223 -1.078 2.406
H -4.609 -1.029 -1.995
H -0.161 -0.320 -0.011
O -4.593 0.575 -3.262
H 1.729 1.702 -1.631
H 3.874 -0.146 -5.269
O -0.509 0.539 0.256
O -0.897 -4.223 3.846
C -4.011 -0.623 -2.813
H -1.806 -2.406 1.935
H -2.085 -2.784 4.908
O -2.141 -1.684 -1.934
H 3.517 3.795 1.352
O -2.056 3.350 3.900
H 0.287 1.034 0.528
H -2.605 3.866 3.301
H -1.936 0.014 -3.116
C -0.993 2.832 3.123
H -1.050 1.739 3.039
C 1.082 -2.779 0.361
H -2.574 0.281 -1.500
H 3.092 -2.626 0.062
H 3.892 0.804 -3.002
H 1.917 0.677 -4.235
N 1.265 -3.385 1.575
C -1.722 -2.112 2.985
H -2.009 2.980 1.282
O 2.302 1.703 0.833
H -1.449 -1.597 -1.260
H 3.852 -0.902 -2.537
N 2.212 2.538 -1.340
H 3.493 4.402 -0.286
H -2.484 -1.349 3.174
H -0.902 5.153 0.869
H -1.001 -4.854 4.561
H -0.014 3.010 3.577
C -2.596 -0.404 -2.355
O -0.418 -1.546 3.234
O 1.444 -0.436 -2.464
C 2.144 -0.257 -3.715
C -1.936 -3.261 3.921
H -0.304 3.012 1.006
H 1.854 -1.152 -4.265
H -5.544 0.466 -3.295
O -1.150 4.787 1.717
N 2.217 -2.593 -0.416
H 0.950 -1.260 -2.440
H 2.061 -2.056 -1.250
C 3.632 -0.204 -3.337
C 2.682 2.522 -0.025
H 0.450 -3.323 2.163
H 1.975 3.405 -1.778
H -2.917 -3.743 3.783
N 3.379 3.658 0.372
H 2.060 -3.942 1.801
O -0.004 -2.263 0.098
*
```

Atomic partial charges in e from the Mulliken method, atoms 1 to 6:
1. O -0.5498
2. C -0.0978
3. H 0.2385
4. H 0.2742
5. H 0.2920
6. H 0.1314

***

Entry 5:
ORCA calculation (ωB97M-V with the def2-TZVPD basis set) on 6 unconnected molecules or ions with the total composition C10H34NO8 at a distorted geometry.

Computed properties:
molar mass = 296.381 g/mol
relative energy (zero: lowest compared OMol25 entry of this formula, charge and spin) = 4.4151 eV
HOMO = -12.11 eV
frontier orbital gap = 8.53 eV

The geometry in ORCA input format:
```
! wB97M-V def2-TZVPD RIJCOSX def2/J DEFGRID3
* xyz 1 1
O 3.637 3.420 1.365
N -1.001 0.607 -0.529
H -0.455 -0.998 4.836
H -3.642 4.039 -1.072
C 0.380 -0.297 4.829
H -1.484 6.188 -1.648
H -0.761 1.455 -1.021
H -5.789 -0.547 0.936
H 3.247 2.573 1.592
O 0.251 0.779 3.903
H 1.709 -4.544 -4.086
H -1.358 0.808 0.394
H 1.741 -1.303 3.417
C -4.586 -3.208 -0.501
C 3.472 -5.141 -2.899
H -3.563 -2.867 -0.346
O 2.750 -0.149 4.882
C 1.678 -1.045 4.475
H 3.810 1.974 -1.759
H -5.344 -3.711 -2.086
H -1.394 5.073 -0.306
H 1.753 -1.964 5.056
H 4.414 -4.821 -2.455
H 0.410 0.116 5.837
H 0.687 1.515 4.337
H 3.070 -3.314 -3.922
H 3.084 -5.927 -2.250
O 3.415 0.729 -0.086
C -1.689 5.160 -1.352
C -5.568 -2.449 0.445
H 3.516 -0.397 4.359
H 3.807 -5.740 -3.746
H 4.908 3.779 -0.179
C 2.526 -4.150 -3.481
H 5.080 1.717 -0.744
H -0.166 0.080 -0.319
H -1.684 0.066 -1.042
H -3.811 5.717 -1.824
O -1.092 4.286 -2.199
O -5.129 -1.077 0.484
C 3.947 3.291 -0.018
H -1.428 4.467 -3.080
O 1.930 -3.608 -2.346
H -6.499 -2.394 -0.118
H -4.450 -4.283 -0.378
O -4.728 -3.010 -1.861
C 4.001 1.861 -0.692
H -5.523 -2.880 1.445
H -3.488 5.486 -0.222
C -3.237 5.044 -1.187
H 1.690 -4.287 -1.711
H 3.704 -0.050 -0.568
H 3.254 3.933 -0.561
*
```

Atomic partial charges in e from the Mulliken method, atoms 1 to 6:
1. O -0.4822
2. N -0.4385
3. H 0.3226
4. H 0.2756
5. C -0.5167
6. H 0.2847